{"formula": "C5H10N2O3", "method": "ωB97M-V/def2-TZVPD", "species": ["C", "C", "C", "C", "C", "N", "N", "O", "O", "O", "H", "H", "H", "H", "H", "H", "H", "H", "H", "H"], "positions_angstrom": [[0.17003, -1.27834, 1.41109], [-1.20454, -0.82172, 0.83379], [0.95802, -1.40873, 0.11704], [-0.68422, 0.19964, -0.20310], [0.94120, 0.10753, -1.97366], [0.37123, -0.41394, -0.78257], [-0.59871, 2.66305, 0.64788], [-1.43536, 2.84576, -0.23375], [-0.14425, 3.52147, 1.39120], [-0.13737, 1.44841, 0.77708], [0.59434, -0.53877, 1.94314], [-0.04521, -2.23767, 2.06434], [-1.61003, -1.63711, 0.39452], [-1.82719, -0.61264, 1.66542], [2.11836, -1.14783, 0.11801], [0.72125, -2.27798, -0.43910], [-1.38675, 0.82304, -0.64898], [0.77849, -0.57576, -2.95626], [0.46480, 0.97625, -2.11340], [1.95588, 0.36534, -2.01271]], "mulliken_charge": [-0.6361, -0.9312, -0.6237, -0.2905, -1.0746, 0.1073, 1.0526, -0.6167, -0.6141, -0.3701, 0.3630, 0.3150, 0.4119, 0.3597, 0.2697, 0.3872, 0.8499, 0.2396, 0.4069, 0.3943], "homo_lumo_gap_ev": 10.2, "total_charge": 0, "multiplicity": 1, "total_energy_ha": -531.5413, "smiles": "CN1CCC[C@H]1O[N+](=O)[O-]"}

{"formula": "C5H10N3", "method": "ωB97M-V/def2-TZVPD", "species": ["C", "C", "C", "C", "N", "C", "N", "N", "H", "H", "H", "H", "H", "H", "H", "H", "H", "H"], "positions_angstrom": [[-1.23486, 1.83083, -0.26411], [0.07661, 1.20998, -0.90839], [0.45166, -0.11011, -0.54226], [0.05384, -1.40588, -1.03690], [0.31518, -2.40918, -0.18387], [0.93748, -1.82513, 0.97837], [0.94581, -0.48482, 0.72856], [-0.98058, 2.40433, 1.08747], [-2.07675, 1.16590, -0.29444], [-1.38785, 2.53536, -1.21826], [0.88894, 1.89113, -0.92705], [-0.25112, 1.18484, -1.96762], [-0.64654, -1.47299, -1.95222], [0.04481, -3.38512, -0.19995], [1.01828, -2.47116, 1.79063], [1.29494, 0.17804, 1.30615], [-0.81405, 3.43467, 0.98621], [-1.74193, 2.16884, 1.69110]], "mulliken_charge": [-0.3671, -0.9683, 0.4195, -0.2983, -0.0558, -0.2298, -0.0052, -0.5488, 0.4114, 0.2377, 0.3985, 0.3568, 0.3248, 0.2523, 0.4127, 0.1682, 0.2492, 0.2423], "homo_lumo_gap_ev": 9.2, "total_charge": 1, "multiplicity": 1, "total_energy_ha": -360.5033, "smiles": "NCCc1c[nH]c[nH+]1"}

{"formula": "C23H20N6RuSSe3", "method": "ωB97M-V/def2-TZVPD", "species": ["Ru", "N", "C", "S", "N", "N", "C", "C", "C", "C", "C", "C", "N", "H", "H", "H", "H", "H", "H", "H", "Se", "Se", "C", "C", "C", "C", "C", "N", "C", "C", "C", "C", "C", "N", "H", "H", "H", "H", "H", "H", "H", "H", "Se", "C", "C", "C", "C", "C", "C", "H", "H", "H", "H", "H"], "positions_angstrom": [[0.85619, -0.43528, -0.12732], [5.12511, -1.33264, 0.00319], [3.87007, -0.87718, 0.11194], [2.85844, -0.93118, -1.29167], [3.49855, -0.37055, 1.26532], [2.23581, 0.09614, 1.25551], [1.88466, 0.93807, 2.16357], [0.51162, 1.38291, 2.12821], [-0.06295, 2.21410, 3.08190], [-1.39208, 2.56804, 2.94644], [-2.11886, 2.08346, 1.86616], [-1.48897, 1.26055, 0.95456], [-0.20290, 0.92705, 1.07847], [5.46036, -1.72268, -0.85844], [5.77862, -1.13706, 0.74268], [2.59425, 1.27710, 2.90706], [0.53298, 2.56263, 3.91357], [-1.86278, 3.21151, 3.67722], [-3.15907, 2.33735, 1.72195], [-2.00802, 0.85752, 0.09705], [0.88079, -2.91024, -0.47030], [-1.46319, -2.10424, 0.87113], [-0.53732, -2.32838, 2.51225], [-1.08025, -2.93437, 3.64084], [-0.26922, -3.07577, 4.75368], [1.04916, -2.64151, 4.69830], [1.49661, -2.05168, 3.52830], [0.70945, -1.87778, 2.46641], [-0.18022, -2.37604, -1.95996], [-0.60883, -3.11125, -3.04003], [-1.45698, -2.48236, -3.94678], [-1.83423, -1.16904, -3.72889], [-1.33426, -0.49612, -2.62400], [-0.51493, -1.08543, -1.75817], [-2.10000, -3.29223, 3.63983], [-0.65941, -3.53344, 5.65310], [1.71500, -2.75695, 5.54168], [2.51674, -1.69375, 3.43031], [-0.30357, -4.14026, -3.16424], [-1.82239, -3.02029, -4.81106], [-2.50087, -0.65424, -4.40556], [-1.60124, 0.53426, -2.42422], [1.43990, 1.78425, -1.26982], [-0.08861, 2.39213, -2.25827], [-1.11033, 3.13324, -1.67290], [-2.17929, 3.58196, -2.43871], [-2.21780, 3.32168, -3.80107], [-1.17421, 2.62724, -4.40160], [-0.11814, 2.16279, -3.63496], [-1.05625, 3.38657, -0.62330], [-2.97154, 4.15497, -1.97404], [-3.04500, 3.68142, -4.39861], [-1.18299, 2.45152, -5.46957], [0.69238, 1.61354, -4.09712]], "mulliken_charge": [-0.2058, -0.4119, 0.6310, -0.2667, -1.6864, 1.5842, -1.0537, 1.0854, -0.8970, -0.4952, -0.8729, -0.5622, 0.8744, 0.2167, 0.2411, 0.3381, 0.5117, 0.4412, 0.5152, 0.4823, 0.0511, 0.1179, 0.4415, -0.8714, -0.2518, -0.8758, -0.3202, 0.3108, 0.4572, -0.9063, -0.2490, -1.1800, -0.4693, 0.4614, 0.4331, 0.4068, 0.4341, 0.4376, 0.5068, 0.4229, 0.4886, 0.6268, 0.1173, -0.2279, -0.0773, -0.6263, -0.5214, -0.5657, -0.4187, 0.6262, 0.4343, 0.4212, 0.4390, 0.4571], "homo_lumo_gap_ev": [5.6, 5.6], "total_charge": 1, "multiplicity": 2, "total_energy_ha": -8914.1592}